This record from OMol25 describes the molecule C5H8O. The level of theory is wB97M-V/def2-TZVPD.

Each line ends with the Löwdin charge.
CARTESIAN COORDINATES (ANGSTROEM)
C1 -1.8006 1.1533 1.8824  -0.1073
C2 -1.0139 0.5410 0.8123  -0.0705
C3 -0.3498 -0.0064 -0.0324  0.0114
C4 0.4776 -0.7896 -0.9694  -0.4633
C5 1.6822 -0.0023 -1.4635  -0.0519
O1 0.9788 -1.9569 -0.3327  -0.0376
H1 -1.7393 2.2456 1.8589  0.0770
H2 -1.4251 0.8153 2.8535  0.0790
H3 -2.8547 0.8682 1.8074  0.0765
H4 -0.1450 -1.0745 -1.8328  0.1397
H5 2.2823 0.3236 -0.6094  0.0875
H6 2.2976 -0.6415 -2.1032  0.0816
H7 1.3621 0.8761 -2.0309  0.0843
H8 0.2479 -2.3520 0.1597  0.0936

Forces on the atoms, in the same order (eV/Å):
C -0.05 0.03 0.07
C 0.29 -0.26 -0.34
C -0.30 0.15 0.38
C -0.06 0.31 -0.17
C 0.07 0.04 -0.02
O -0.16 -0.21 0.12
H 0.02 -0.16 -0.05
H -0.07 0.07 -0.11
H 0.15 0.05 0.00
H 0.09 0.05 0.15
H -0.08 -0.04 -0.12
H -0.10 0.09 0.07
H 0.04 -0.12 0.08
H 0.18 0.00 -0.06

Computed properties:
- relative energy (zero: lowest compared OMol25 entry of this formula, charge and spin) (kJ/mol) = 180.8
- gap between HOMO and LUMO (eV) = 10.52
- strongest force on any atom (eV/A) = 0.51
- E (eV) = -7360.38102

***

This record from OMol25 describes a structure of composition C21H16ClIrN3O8. The level of theory is wB97M-V/def2-TZVPD.

Each line ends with the Löwdin charge.
CARTESIAN COORDINATES (ANGSTROEM)
Ir1 -1.1849 -1.9491 0.7449  1.4898
Cl1 4.9986 -2.1430 4.6332  0.7196
C1 3.7180 -2.1270 3.4790  -0.6597
C2 4.0426 -2.0939 2.1006  -0.0472
C3 3.0818 -2.0708 1.1331  0.0162
C4 1.7126 -2.0715 1.4957  -0.3088
O1 0.8264 -2.0175 0.5499  -0.2109
C5 1.3828 -2.1190 2.8947  -0.1213
C6 0.0596 -2.1406 3.3483  -0.1047
O2 -1.0173 -2.1131 2.6775  -0.1328
C7 2.4198 -2.1494 3.8739  -0.0417
H1 5.0870 -2.0930 1.8171  0.1215
H2 3.3417 -2.0553 0.0840  0.1302
H3 -0.1276 -2.1990 4.4206  0.1568
H4 2.1641 -2.1965 4.9241  0.1266
O3 -4.8074 -0.7961 0.3891  0.1346
C8 -3.8385 -1.3410 -0.0651  -0.5918
O4 -3.1312 -2.2639 0.5688  -0.2095
C9 -3.1971 -1.0034 -1.3821  -0.1326
C10 -1.9685 -1.5558 -1.7332  -0.0770
C11 -1.3033 -1.1874 -2.8875  0.0348
C12 -1.9319 -0.2646 -3.7042  -0.1133
C13 -3.1712 0.2796 -3.4173  0.0502
C14 -3.8027 -0.0946 -2.2409  0.0385
N1 -1.2383 0.1526 -4.9458  -0.3472
O5 -1.8482 0.8728 -5.7017  0.1107
O6 -0.1077 -0.2549 -5.1080  0.0947
H5 -1.4903 -2.3646 -1.1401  0.0752
H6 -0.3506 -1.6059 -3.1755  0.1342
H7 -3.6153 0.9869 -4.1022  0.1331
H8 -4.7630 0.3205 -1.9666  0.1365
O7 4.2529 2.2576 -0.9087  -0.0273
C15 3.1788 3.1610 -1.0059  -0.2284
N2 2.0727 2.4371 -0.4082  0.0989
C16 0.8431 2.9785 -0.3463  -0.4501
O8 0.5680 4.0813 -0.7716  0.1054
C17 -0.2353 2.1395 0.2971  -0.0722
C18 -1.3179 2.7876 0.8796  0.0560
C19 -2.3229 2.0373 1.4599  0.0205
C20 -2.2430 0.6589 1.4292  -0.0592
N3 -1.2053 0.0408 0.8342  -0.0693
C21 -0.2125 0.7617 0.2736  -0.0209
H9 5.0372 2.6549 -1.2988  0.1024
H10 2.9320 3.4117 -2.0408  0.1382
H11 3.3617 4.0862 -0.4512  0.1382
H12 2.3113 1.5721 0.0475  0.1367
H13 -1.3509 3.8691 0.8566  0.1413
H14 -3.1766 2.5018 1.9313  0.1330
H15 -3.0006 0.0260 1.8710  0.1285
H16 0.5673 0.1955 -0.2130  0.1236

Forces on the atoms, in the same order (eV/Å):
Ir 0.84 0.21 -1.15
Cl 0.02 -0.01 0.02
C -0.01 -0.01 0.00
C 0.10 -0.02 0.05
C -0.20 -0.02 0.15
C -0.10 0.07 0.35
O 0.03 0.05 0.05
C -0.02 0.08 -0.42
C 0.13 -0.03 -0.06
O -0.42 0.01 0.31
C 0.05 -0.01 -0.14
H 0.01 0.01 0.02
H -0.03 0.01 -0.01
H 0.09 -0.03 0.04
H -0.01 0.03 0.01
O -0.14 -0.01 -0.40
C 0.49 -0.22 0.16
O -0.73 -0.04 1.17
C -0.38 0.27 -0.41
C 0.17 0.45 0.40
C 0.00 0.13 -0.05
C 0.03 -0.08 -0.06
C 0.03 -0.04 0.05
C 0.04 -0.02 0.02
N -0.02 0.01 -0.06
O 0.02 0.00 0.02
O -0.01 0.00 0.02
H -0.02 -0.40 -0.20
H 0.04 0.04 0.04
H 0.01 0.00 -0.01
H 0.00 0.01 0.02
O 0.03 0.04 -0.04
C 0.00 -0.05 0.03
N -0.09 0.02 -0.08
C -0.02 -0.03 0.03
O 0.02 0.05 0.00
C 0.11 -0.10 -0.04
C -0.04 0.01 -0.01
C -0.02 -0.01 0.02
C 0.22 -0.11 0.11
N -0.16 -0.11 0.00
C -0.16 -0.10 0.03
H 0.02 -0.01 0.01
H 0.00 -0.01 0.01
H 0.01 -0.02 0.00
H 0.02 0.02 0.05
H 0.01 0.00 0.00
H -0.01 -0.01 0.01
H 0.00 0.01 -0.01
H 0.03 -0.03 -0.01

Computed properties:
- gap between HOMO and LUMO (eV) = 6.90
- charge = +1
- strongest force on any atom (eV/A) = 1.44
- E (eV) = -58238.37257

***

This record from OMol25 describes the molecule C5H10ClNO2. The level of theory is wB97M-V/def2-TZVPD.

Each line ends with the Löwdin charge.
CARTESIAN COORDINATES (ANGSTROEM)
C1 -0.1589 -2.4453 0.4779  -0.1044
C2 0.3879 -1.2573 -0.2108  -0.2295
C3 -0.2553 0.0112 0.3292  -0.3935
O1 -0.3816 0.2206 1.7158  -0.0704
C4 0.4084 1.3804 -0.1891  -0.6662
N1 0.7002 1.1625 -1.6123  0.0634
Cl1 1.8975 1.6268 0.9852  0.5758
C5 -0.6495 2.4616 -0.0899  -0.2688
O2 -0.9717 3.0742 0.8856  0.0920
H1 0.4788 -2.6970 1.2995  0.0667
H2 -1.2048 -2.4391 0.8476  0.0871
H3 -0.1249 -3.4336 -0.1315  0.1088
H4 0.1410 -1.2166 -1.2146  0.0823
H5 1.4571 -1.2722 -0.2641  0.1125
H6 -1.2575 0.1239 -0.0900  0.1491
H7 -1.2358 -0.1738 1.9607  0.1114
H8 0.7614 2.0504 -2.1221  0.1055
H9 1.2861 0.3643 -1.6035  0.0522
H10 -1.2786 2.4590 -0.9733  0.1260

Forces on the atoms, in the same order (eV/Å):
C -0.57 -3.53 -0.38
C -0.49 1.05 0.86
C 0.28 2.95 -0.05
O -0.55 -1.28 0.32
C 0.64 -1.80 -0.79
N -1.57 1.65 2.87
Cl -0.95 0.28 -1.31
C -0.21 -0.47 1.33
O 0.46 0.21 -0.13
H 0.15 0.01 0.88
H 0.54 0.58 -0.28
H 0.04 1.77 0.50
H -0.95 -0.34 -2.18
H 0.87 0.18 0.79
H -0.21 -0.58 -0.31
H 0.53 0.23 0.21
H 1.05 -1.20 -0.07
H 1.21 0.05 -1.44
H -0.26 0.25 -0.82

Computed properties:
- relative energy (zero: lowest compared OMol25 entry of this formula, charge and spin) (kJ/mol) = 177.6
- gap between HOMO and LUMO (eV) = 10.29
- strongest force on any atom (eV/A) = 3.66
- E (eV) = -23453.10537

***

Question: strongest force on any atom of number 3 (C5H10ClNO2)?
Answer: 3.66 eV/A